Formula: C6H13O3S3
Source: the Open Molecules 2025 dataset
Level of theory: the ωB97M-V functional and the def2-TZVPD basis

XYZ file:
```
25
Properties=species:S:1:pos:R:3:forces:R:3
H -3.722706 -1.485992 -0.170359 0.0 -0.4 0.1
H 1.828843 -2.137395 -1.465803 0.1 0.6 0.4
H -1.623850 2.860863 0.384714 -0.5 0.5 2.1
H -4.396077 -3.378864 0.231249 0.3 0.3 -0.1
H -0.629817 1.689593 1.953010 0.5 -0.6 0.0
H -1.415222 3.162951 -1.225453 0.5 -0.6 -0.1
C -0.078876 0.736928 1.837121 -4.0 -1.5 1.6
C -0.497549 1.274805 -0.522155 -1.3 -2.1 -2.1
C 1.112742 -1.311244 -1.361343 -4.2 -5.6 2.6
H 0.115545 3.141251 -0.318298 -0.7 1.0 0.8
H -0.133914 1.001838 -1.531946 0.4 0.8 0.7
O 3.406982 -1.973020 0.227528 0.3 -1.8 0.0
H 1.327117 -0.631438 -2.040570 0.9 3.3 -3.0
C -0.903024 2.723357 -0.349195 1.8 -0.9 -2.1
H -0.484229 -0.001432 2.578039 -0.2 0.6 -0.4
S 3.046084 -0.603738 0.078927 -1.1 3.6 0.4
O 3.341220 0.005997 -1.222557 0.2 -0.3 0.6
H 0.884011 0.762320 2.133024 3.5 0.8 0.6
S -1.780424 -0.042261 -0.346714 0.1 -0.2 0.8
C 1.078756 -0.726306 0.085835 -0.1 -1.1 -1.1
C -0.170585 0.155941 0.488565 2.3 3.1 -3.1
S -4.863372 -2.120368 0.155689 -0.4 0.0 0.1
H 0.984221 -1.414965 0.899387 0.3 -1.5 0.0
H 0.146697 -1.906163 -1.714729 1.3 1.5 0.9
O 3.427438 0.217348 1.216034 0.0 0.3 0.3
```
Positions in Å, forces in eV/Å.

E_LUMO = 2.4 eV
net charge = -1
calculated total energy = -45080.2808 eV
frontier orbital gap = 7.8 eV
HOMO = -5.4 eV
energy relative to the best compared isomer or geometry (same formula, charge and spin) = 129.9 kJ/mol